The following is a DFT calculation (the ωB97M-V functional and the def2-TZVPD basis) of C39H89AlFO27S9 as an isolated structure in a non-equilibrium geometry.

Geometry as ORCA input:
```
! wB97M-V def2-TZVPD RIJCOSX def2/J DEFGRID3
* xyz -1 1
C -6.45 -2.00 -2.35
O -5.94 -0.75 -2.75
C -5.79 -0.56 -4.15
C -4.34 -0.18 -4.47
C -3.65 -0.96 -5.61
C -3.88 -2.49 -5.66
C -2.57 -3.29 -5.43
Al -1.98 -3.02 -3.54
F -3.38 -2.58 -2.68
C -1.17 -4.65 -2.64
C -1.88 -4.77 -1.33
C -2.71 -5.84 -0.99
C -3.39 -5.83 0.22
C -3.26 -4.76 1.11
C -2.43 -3.69 0.79
C -2.31 -2.48 1.67
C -1.73 -3.72 -0.41
S -0.40 -1.28 -3.34
C -1.08 0.20 -2.58
O 0.71 -1.69 -2.45
O 0.07 -0.91 -4.68
H -5.86 -2.35 -1.51
H -6.37 -2.76 -3.12
H -7.48 -1.90 -1.99
H -6.43 0.27 -4.43
H -6.13 -1.42 -4.73
H -4.33 0.87 -4.76
H -3.78 -0.23 -3.54
H -3.95 -0.52 -6.55
H -2.58 -0.81 -5.48
H -4.24 -2.72 -6.66
H -4.60 -2.84 -4.92
H -1.84 -2.99 -6.18
H -2.79 -4.35 -5.56
H -1.28 -5.55 -3.24
H -0.13 -4.42 -2.43
H -2.84 -6.65 -1.68
H -4.05 -6.66 0.45
H -3.82 -4.75 2.03
H -3.02 -1.75 1.30
H -2.56 -2.69 2.70
H -1.33 -2.03 1.59
H -1.11 -2.87 -0.67
H -1.99 -0.01 -2.03
H -1.26 0.91 -3.38
H -0.32 0.58 -1.91
O 1.25 3.81 -5.79
S 1.69 3.13 -4.62
O 0.75 2.69 -3.63
O 2.83 4.00 -3.92
C 2.54 5.37 -3.58
C 1.62 5.48 -2.38
C 2.69 1.75 -5.05
H 2.12 5.89 -4.44
H 3.50 5.83 -3.34
H 0.63 5.08 -2.59
H 1.50 6.52 -2.09
H 2.02 4.92 -1.54
H 3.43 2.06 -5.79
H 2.02 1.00 -5.47
H 3.16 1.36 -4.16
O 6.76 5.76 -3.20
S 6.60 4.50 -2.53
O 5.63 4.35 -1.49
O 8.02 4.03 -1.98
C 8.74 4.94 -1.12
C 8.16 5.02 0.28
C 6.37 3.23 -3.72
H 8.79 5.93 -1.59
H 9.75 4.55 -1.09
H 7.16 5.45 0.28
H 8.80 5.63 0.91
H 8.08 4.02 0.71
H 7.12 3.33 -4.49
H 5.37 3.38 -4.13
H 6.44 2.27 -3.22
O -3.90 -0.08 2.78
S -3.29 1.01 3.46
O -2.67 0.82 4.74
O -4.36 2.18 3.54
C -5.65 1.87 4.12
C -5.62 1.78 5.63
C -2.15 1.83 2.39
H -6.03 0.95 3.67
H -6.30 2.68 3.81
H -5.01 0.94 5.97
H -6.63 1.64 6.01
H -5.20 2.69 6.06
H -2.63 1.99 1.43
H -1.29 1.16 2.28
H -1.85 2.76 2.85
O 3.44 10.02 -1.05
S 4.64 10.10 -0.27
O 5.60 11.13 -0.55
O 5.35 8.69 -0.27
C 5.65 8.07 -1.55
C 6.81 8.74 -2.25
C 4.24 10.15 1.44
H 4.76 8.06 -2.18
H 5.90 7.04 -1.33
H 6.57 9.77 -2.53
H 7.07 8.19 -3.15
H 7.68 8.78 -1.59
H 3.52 9.36 1.65
H 3.80 11.12 1.63
H 5.15 10.02 2.02
O 2.28 -3.60 0.36
S 3.42 -2.85 -0.07
O 4.36 -3.43 -0.98
O 4.21 -2.37 1.25
C 4.59 -3.37 2.21
C 5.77 -4.20 1.73
C 2.95 -1.26 -0.64
H 3.73 -4.00 2.46
H 4.88 -2.82 3.10
H 5.50 -4.81 0.87
H 6.10 -4.88 2.53
H 6.60 -3.56 1.44
H 2.27 -0.81 0.07
H 2.44 -1.39 -1.61
H 3.86 -0.67 -0.76
O -4.72 -8.61 2.35
S -4.10 -9.28 3.45
O -4.19 -10.71 3.57
O -4.61 -8.62 4.80
C -6.03 -8.53 5.01
C -6.65 -9.87 5.37
C -2.42 -8.80 3.56
H -6.50 -8.09 4.14
H -6.15 -7.83 5.84
H -6.59 -10.57 4.54
H -7.71 -9.73 5.62
H -6.14 -10.32 6.22
H -2.36 -7.71 3.50
H -1.90 -9.26 2.73
H -2.01 -9.16 4.51
O 7.07 -1.78 3.91
S 7.57 -0.49 3.55
O 8.72 -0.36 2.71
O 7.78 0.36 4.88
C 8.62 -0.20 5.91
C 10.09 -0.14 5.56
C 6.25 0.46 2.87
H 8.30 -1.22 6.12
H 8.42 0.40 6.79
H 10.33 -0.78 4.71
H 10.69 -0.48 6.41
H 10.39 0.88 5.31
H 5.38 0.38 3.51
H 6.04 0.04 1.89
H 6.58 1.49 2.77
O -7.62 -0.11 2.24
S -7.80 0.72 1.08
O -8.19 2.09 1.23
O -8.83 -0.01 0.11
C -10.11 -0.39 0.64
C -11.05 0.78 0.85
C -6.39 0.61 0.05
H -9.96 -0.95 1.57
H -10.53 -1.08 -0.09
H -10.67 1.46 1.62
H -12.03 0.43 1.15
H -11.15 1.35 -0.07
H -6.11 -0.43 -0.08
H -5.59 1.15 0.56
H -6.61 1.08 -0.91
*
```

Summary:
Orbital gap   6.3 eV
Calculated total energy   -7496.94490 a.u.
HOMO level   -4.844 eV

***

The following is a DFT calculation (the ωB97M-V functional and the def2-TZVPD basis) of C39H90AsF6N5O5 as an isolated structure in a non-equilibrium geometry.

Geometry as ORCA input:
```
! wB97M-V def2-TZVPD RIJCOSX def2/J DEFGRID3
* xyz 4 1
As 10.77 26.62 10.98
F 11.89 27.79 11.67
F 12.23 25.90 10.23
F 9.71 25.50 10.11
F 9.47 27.35 11.99
F 10.55 27.84 9.63
F 11.00 25.30 12.28
C 11.07 29.81 15.05
C 11.25 28.47 15.72
C 10.51 28.52 17.15
C 9.01 28.43 16.96
C 8.67 27.10 16.31
C 9.24 26.85 14.86
N 10.69 27.33 14.85
O 11.43 26.88 13.77
C 8.42 27.71 13.88
C 9.28 25.32 14.52
C 12.75 28.09 15.91
H 11.75 30.00 14.22
H 11.30 30.62 15.74
H 10.13 30.14 14.62
H 10.80 29.40 17.73
H 10.85 27.66 17.73
H 8.54 29.12 16.25
H 8.50 28.60 17.91
H 7.63 26.79 16.40
H 9.21 26.34 16.87
H 8.84 27.75 12.87
H 8.41 28.78 14.10
H 7.39 27.36 13.82
H 8.27 24.95 14.37
H 9.81 24.67 15.22
H 9.85 25.27 13.59
H 13.28 28.19 14.96
H 12.93 27.13 16.41
H 13.13 28.87 16.57
C 5.70 24.97 7.23
C 6.44 24.98 8.54
C 7.05 23.64 9.00
C 8.05 23.10 7.99
C 9.28 24.05 7.86
C 8.96 25.51 7.55
N 7.67 25.92 8.38
O 7.95 26.76 9.51
C 8.68 25.53 6.04
C 10.22 26.39 7.86
C 5.52 25.43 9.70
H 5.47 25.92 6.75
H 4.77 24.41 7.29
H 6.28 24.41 6.50
H 6.20 22.98 9.17
H 7.46 23.69 10.01
H 7.50 22.93 7.07
H 8.38 22.07 8.12
H 10.06 23.70 7.18
H 9.72 23.95 8.85
H 8.25 26.52 5.86
H 8.06 24.79 5.54
H 9.65 25.53 5.54
H 9.92 27.44 7.94
H 10.97 26.42 7.07
H 10.68 26.06 8.79
H 4.65 24.82 9.91
H 5.28 26.47 9.49
H 5.91 25.37 10.72
C 13.12 26.26 8.38
C 12.96 26.87 6.94
N 12.94 28.48 6.86
C 12.08 28.94 8.10
C 14.32 29.00 6.99
C 15.22 28.79 5.74
C 12.34 29.01 5.52
C 10.82 29.31 5.44
O 10.14 28.17 5.93
C 8.81 28.45 6.09
H 12.16 26.19 8.88
H 13.72 26.89 9.05
H 13.64 25.30 8.35
H 12.05 26.53 6.43
H 13.67 26.60 6.16
H 12.70 29.03 8.99
H 11.21 28.33 8.34
H 11.71 29.96 7.98
H 14.71 28.61 7.93
H 14.22 30.06 7.19
H 14.99 28.04 4.98
H 16.26 28.68 6.04
H 15.11 29.71 5.16
H 12.64 28.32 4.73
H 12.89 29.95 5.40
H 10.52 29.47 4.41
H 10.71 30.28 5.92
H 8.30 27.63 6.60
H 8.30 28.60 5.14
H 8.65 29.29 6.78
C 7.59 25.21 12.46
C 7.91 23.97 11.56
N 8.87 22.94 12.20
C 10.25 23.63 12.42
C 8.44 22.61 13.67
C 6.93 22.11 13.89
C 8.96 21.63 11.39
C 9.42 21.83 9.94
O 10.81 22.01 9.78
C 11.32 22.15 8.41
H 8.47 25.73 12.83
H 6.97 24.92 13.31
H 6.85 25.86 11.99
H 8.46 24.29 10.67
H 7.06 23.39 11.21
H 10.59 24.16 11.54
H 10.92 22.81 12.68
H 10.12 24.35 13.23
H 8.51 23.51 14.27
H 9.17 21.90 14.05
H 6.73 22.32 14.94
H 6.95 21.02 13.91
H 6.11 22.54 13.33
H 7.93 21.27 11.45
H 9.69 20.97 11.87
H 8.93 22.67 9.46
H 9.16 20.90 9.44
H 10.85 21.55 7.63
H 12.41 22.06 8.41
H 11.10 23.19 8.16
C 14.76 24.30 13.98
N 14.12 25.28 12.99
C 13.24 24.51 12.00
C 13.37 26.32 13.78
C 15.25 26.00 12.20
C 14.79 26.99 11.03
O 14.40 28.23 11.54
H 15.47 23.65 13.46
H 13.93 23.75 14.41
H 15.25 24.85 14.79
H 13.97 24.04 11.35
H 12.60 25.26 11.53
H 12.55 23.84 12.52
H 12.68 25.74 14.39
H 12.88 26.99 13.07
H 14.02 26.82 14.49
H 16.07 25.36 11.90
H 15.72 26.64 12.95
H 14.03 26.66 10.32
H 15.69 27.26 10.48
H 14.27 28.82 10.79
*
```

Summary:
Energy above the lowest of the compared OMol25 structures with the same formula, charge and spin   2720.8 kJ/mol
Orbital gap   6.0 eV
Calculated total energy   -5022.46034 a.u.
HOMO level   -18.836 eV

***

The following is a DFT calculation (the ωB97M-V functional and the def2-TZVPD basis) of C39H90F3N3O11Y as an isolated structure in a non-equilibrium geometry.

Geometry as ORCA input:
```
! wB97M-V def2-TZVPD RIJCOSX def2/J DEFGRID3
* xyz 1 1
Y 3.06 -2.99 4.16
C 0.93 -1.44 1.18
C 2.49 -1.40 0.96
O 3.20 -2.15 1.93
H 0.60 -2.47 1.09
H 0.41 -0.80 0.46
H 0.71 -1.04 2.17
H 2.71 -0.33 0.97
H 2.80 -1.67 -0.05
C -0.58 -3.87 3.42
O -1.48 -3.58 4.56
O 0.68 -3.53 3.95
C -0.75 -5.31 2.69
F -2.05 -5.70 2.60
F -0.16 -5.38 1.47
F -0.15 -6.20 3.50
C -2.85 -3.32 4.30
C -3.52 -3.28 5.69
H -3.08 -2.51 6.33
H -4.57 -2.99 5.64
H -3.30 -4.26 6.10
H -3.34 -4.14 3.77
H -3.02 -2.45 3.67
H -0.85 -3.18 2.61
O 4.94 -3.72 -0.36
H 4.68 -3.19 0.40
H 5.72 -3.27 -0.71
O 3.21 -4.89 2.61
H 3.23 -5.84 2.65
H 3.66 -4.66 1.80
O 1.66 -0.78 4.52
H 1.86 -0.05 5.11
H 0.78 -0.59 4.19
C -2.74 0.59 2.23
C -2.53 1.99 1.59
C -3.96 2.53 1.26
C -3.97 3.99 0.73
C -3.26 4.86 1.81
C -1.86 4.40 2.21
N -1.94 2.90 2.56
O -0.72 2.46 3.04
C -0.80 4.75 1.14
C -1.53 5.29 3.45
C -1.77 1.72 0.27
H -1.83 0.03 2.43
H -3.35 -0.04 1.58
H -3.23 0.61 3.21
H -4.39 1.87 0.51
H -4.60 2.50 2.14
H -5.01 4.23 0.50
H -3.41 3.95 -0.21
H -3.89 4.70 2.69
H -3.25 5.88 1.41
H -0.32 3.93 0.61
H -1.26 5.41 0.40
H 0.16 5.19 1.40
H -2.19 4.99 4.26
H -0.58 5.13 3.97
H -1.65 6.36 3.28
H -2.23 0.91 -0.30
H -0.73 1.47 0.46
H -1.90 2.59 -0.37
H -0.20 2.52 2.24
C -3.49 -2.16 -0.19
C -2.85 -3.07 -1.30
C -3.36 -4.51 -1.06
C -4.72 -4.82 -1.60
C -4.69 -4.39 -3.09
C -4.37 -2.89 -3.33
N -3.10 -2.53 -2.61
O -2.64 -1.22 -2.79
C -4.25 -2.55 -4.79
C -5.59 -2.10 -2.83
C -1.31 -3.17 -1.17
H -4.57 -2.23 -0.23
H -3.32 -1.11 -0.43
H -3.10 -2.44 0.79
H -2.65 -5.16 -1.57
H -3.28 -4.55 0.02
H -5.40 -4.28 -0.94
H -4.94 -5.88 -1.44
H -5.61 -4.64 -3.63
H -3.92 -4.96 -3.60
H -3.48 -3.06 -5.37
H -5.13 -2.78 -5.39
H -4.16 -1.47 -4.91
H -6.20 -2.60 -2.08
H -5.38 -1.09 -2.48
H -6.34 -1.96 -3.60
H -1.05 -3.80 -0.32
H -0.83 -2.21 -0.99
H -0.84 -3.64 -2.03
H -2.16 -1.24 -3.62
C 4.30 0.46 -4.42
C 2.78 0.75 -4.11
C 2.48 0.30 -2.66
C 1.05 0.76 -2.21
C 0.87 2.25 -2.25
C 1.33 2.86 -3.60
N 2.53 2.24 -4.13
O 3.12 2.96 -5.13
C 0.17 2.80 -4.52
C 1.44 4.42 -3.31
C 1.90 0.02 -5.11
H 4.52 -0.59 -4.23
H 4.94 0.99 -3.72
H 4.72 0.74 -5.39
H 2.70 -0.76 -2.51
H 3.22 0.71 -1.98
H 0.78 0.53 -1.18
H 0.22 0.35 -2.78
H 1.57 2.62 -1.49
H -0.08 2.61 -1.86
H -0.07 1.76 -4.77
H -0.71 3.22 -4.04
H 0.44 3.33 -5.43
H 2.47 4.71 -3.09
H 1.08 5.13 -4.05
H 0.86 4.75 -2.45
H 1.60 0.67 -5.94
H 1.01 -0.44 -4.68
H 2.40 -0.81 -5.60
H 2.66 2.63 -5.91
C 3.37 4.01 0.71
C 2.75 3.17 1.86
C 2.42 4.01 3.10
O 1.68 2.50 1.36
H 4.23 4.55 1.09
H 2.65 4.75 0.35
H 3.80 3.27 0.05
H 3.49 2.44 2.17
H 1.61 4.70 2.86
H 3.35 4.53 3.35
H 1.96 3.39 3.86
H 2.06 1.75 0.89
C 6.15 0.11 -0.23
C 6.68 -0.22 1.18
C 6.16 0.69 2.26
O 6.19 -1.47 1.58
H 6.48 1.09 -0.58
H 5.06 0.04 -0.13
H 6.46 -0.65 -0.95
H 7.77 -0.28 1.15
H 5.09 0.73 2.43
H 6.47 1.69 1.97
H 6.64 0.39 3.20
H 5.24 -1.41 1.69
*
```

Summary:
Orbital gap   3.8 eV
Calculated total energy   -2869.35138 a.u.
HOMO level   -9.495 eV

***

> Which of these has the highest calculated total energy?

C39H90F3N3O11Y

***

> Which formula does entry 3 have?

C39H90F3N3O11Y